Entry 1:
A structure of composition C44H59AsGdN10O12S at a distorted geometry, computed with ωB97M-V/def2-TZVPD.

Element x y z (Å)
Gd 13.6441 14.6688 15.8707
N 14.0909 15.7271 18.4217
C 15.1559 15.0133 19.1020
C 16.5483 15.7005 19.0060
C 17.6393 14.8024 18.3343
N 17.6816 15.1467 16.8655
H 14.2408 16.7726 18.3532
H 13.2136 15.6359 18.9365
H 15.1936 14.0737 18.5391
H 14.8363 14.7564 20.1244
H 16.8040 15.9643 20.0418
H 16.4148 16.6540 18.4863
H 17.4382 13.6724 18.3969
H 18.6109 15.0039 18.8296
H 18.5727 14.9137 16.4561
H 17.5563 16.1581 16.7567
O 10.9737 12.8143 12.4962
H 10.4738 12.0499 12.8838
H 10.4030 13.5743 12.7386
O 15.7879 13.8171 15.7529
H 15.8590 12.8227 15.8956
H 16.7621 14.4338 16.2038
O 16.6654 18.0988 13.9404
N 16.1667 17.6201 12.9839
O 13.2503 13.5132 13.6314
H 12.4263 13.0722 13.2852
H 14.0252 13.0457 13.2398
C 13.5578 9.9134 15.6963
C 13.8217 8.5631 16.4089
N 15.0487 8.5361 17.1804
C 16.0859 8.9388 16.2417
C 15.8422 10.2665 15.5187
N 14.5706 10.8837 15.9453
C 14.6750 11.0070 17.4004
C 14.8979 9.6790 18.0997
H 12.6311 10.3205 16.0480
H 13.4425 9.8082 14.6176
H 13.7860 7.7692 15.6270
H 13.0197 8.3276 17.1482
H 16.1668 8.0804 15.5192
H 17.0471 9.0244 16.7774
H 15.8267 10.0590 14.4204
H 16.6822 10.9369 15.7293
H 13.7950 11.5792 17.7901
H 15.5103 11.6992 17.6179
H 14.1328 9.3546 18.8252
H 15.8345 9.6441 18.6893
O 5.7309 15.2238 17.3692
N 6.7588 15.0835 17.9939
O 6.9336 15.1576 19.2338
C 7.9671 14.7644 17.2916
C 7.9176 14.7126 15.8739
C 9.1314 14.6208 15.3324
C 10.4149 14.3953 15.9604
O 11.4562 14.8022 15.3421
C 10.2968 14.0592 17.3511
C 9.1377 14.5336 18.0005
N 11.3712 13.4283 18.0282
O 11.1490 12.7195 18.9899
O 12.4915 13.3028 17.3777
N 9.1979 14.7927 13.9292
O 9.2698 16.0171 13.6524
O 14.2283 16.7616 14.9815
H 7.0044 14.8589 15.3093
H 9.1243 14.6077 19.1023
C 11.4164 20.7217 15.7882
C 12.7671 20.4027 16.4439
C 13.5607 19.3357 15.7034
N 14.0188 19.7236 14.3535
C 14.0434 18.9110 13.3147
S 13.9368 17.1216 13.3675
N 14.3196 19.3116 12.0446
C 15.6039 19.9935 11.6323
O 16.4481 19.3946 10.9875
C 15.5028 21.4734 11.9191
C 16.6869 22.2031 11.8173
C 16.6866 23.5650 11.9288
C 15.4858 24.2431 12.1906
C 14.3154 23.5484 12.3063
C 14.2858 22.1827 12.1066
H 10.6669 21.0217 16.5781
H 11.0106 19.8239 15.3439
H 11.4005 21.5003 15.0252
H 12.5885 20.0230 17.4585
H 13.3960 21.3373 16.5992
H 12.9612 18.4380 15.6138
H 14.4688 19.0733 16.3414
H 14.3669 20.6885 14.2933
H 14.0622 18.6060 11.3527
H 17.6062 21.6932 11.5632
H 17.6595 24.1233 11.8770
H 15.4101 25.3544 12.1541
H 13.4173 24.1390 12.4435
H 13.3438 21.6554 12.1553
C 18.5952 9.6627 11.4321
C 18.9429 10.8095 12.1153
C 18.4378 12.0515 11.7339
C 17.5480 12.1587 10.7057
C 17.2045 11.0135 9.9733
C 17.7082 9.7309 10.3507
As 16.8386 14.0451 10.3968
C 18.4134 14.8609 9.5405
C 19.6357 14.1864 9.3267
C 20.8258 14.9007 9.1096
C 20.7812 16.2939 8.9601
C 19.6182 17.0020 9.2510
C 18.4399 16.2981 9.5335
C 15.6698 13.8173 8.8452
C 15.7415 14.5966 7.6448
C 14.6302 14.7547 6.8118
C 13.4675 14.0132 7.0290
C 13.4294 13.1765 8.1366
C 14.5179 13.0823 9.0010
H 19.0180 8.6948 11.7778
H 19.6190 10.6648 12.9516
H 18.7164 12.9615 12.2354
H 16.6392 11.0923 9.0391
H 17.3877 8.8990 9.7365
H 19.6789 13.0764 9.3388
H 21.7795 14.2909 9.0669
H 21.6883 16.8290 8.6566
H 19.5966 18.1152 9.1893
H 17.5356 16.8764 9.7194
H 16.6559 15.1716 7.4537
H 14.7073 15.3925 5.9227
H 12.6057 14.0258 6.3731
H 12.5318 12.6229 8.3844
H 14.4102 12.4834 9.9098

Values from the calculation:
HOMO-LUMO gap (spin up / spin down)   3.18 / 2.74 eV
HOMO level (spin up / spin down)   -13.735 / -13.726 eV
Relative energy (zero: lowest compared OMol25 entry of this formula, charge and spin)   0.0 kJ/mol
Energy   -178527.1746 eV
Lowest unoccupied orbital energy (spin up / spin down)   -10.55 / -10.99 eV
Expectation value of S²   16.07
Net charge   +3
2S+1   8
Maximum force   7.31 eV/A

---

Entry 2:
A structure of composition C44H60B2N15PS2W at a distorted geometry, computed with ωB97M-V/def2-TZVPD.

Element x y z (Å)
W -0.0716 -0.4051 0.0593
C 1.7756 0.6133 4.7192
C 0.5444 0.5625 2.1117
N 1.0666 -0.6334 1.6894
N 1.9698 -1.4452 2.2575
C 2.7924 -1.0360 3.1481
B 2.0229 -2.8620 1.5218
N 0.5759 -3.3140 1.2863
C 0.1023 -4.5507 1.5235
C -1.1547 -4.6534 0.9761
C -1.3818 -3.4140 0.3876
N -0.3373 -2.6044 0.5686
N 2.7083 -2.5385 0.2022
C 3.8671 -2.9688 -0.3363
C 4.0497 -2.3149 -1.5324
C 2.9340 -1.4832 -1.6465
N 2.1248 -1.6074 -0.6055
N 2.7159 -3.8489 2.4270
C 2.3665 -4.1172 3.7168
C 3.0387 -5.2422 4.1097
C 3.7785 -5.6174 2.9691
N 3.5740 -4.7906 1.9633
H 2.1569 0.7903 5.7160
H -0.9961 1.2147 3.2998
H 3.4731 -1.7695 3.5557
H 0.7007 -5.2786 2.0448
H -1.8097 -5.5055 0.9876
H -2.2481 -3.0768 -0.1513
H 4.4471 -3.7233 0.1634
H 4.8628 -2.4322 -2.2262
H 2.6705 -0.8218 -2.4480
H 1.6505 -3.5055 4.2431
H 3.0047 -5.7255 5.0700
H 4.4492 -6.4523 2.8458
C 3.7482 2.4240 2.6050
N 2.7262 1.3863 2.5377
C 2.8136 0.3817 3.6252
C 0.4596 0.6891 4.5794
N -0.3183 0.4531 3.3702
B -1.2181 -0.9175 3.6033
N -2.6905 -0.4516 3.8690
C -3.0692 0.3725 4.8836
C -4.4163 0.5723 4.8040
N -4.8565 -0.1493 3.7425
C -6.2479 -0.2495 3.3225
C -3.8008 -0.7951 3.1667
S -3.9163 -1.8910 1.8969
C 1.4258 1.7477 2.2919
S 0.8628 3.2829 2.3880
H 3.6814 3.0041 3.5305
H 3.6147 3.1059 1.7700
H 4.7277 1.9533 2.5304
H 3.7910 0.5276 4.0821
H -0.1495 0.9388 5.4368
H -0.7926 -1.4304 4.6038
H -1.1711 -1.6010 2.6376
H -2.3726 0.7487 5.6110
H -5.0783 1.1545 5.4201
H -6.6908 0.7433 3.3412
H -6.7900 -0.9130 3.9938
H -6.2740 -0.6482 2.3136
C -0.8020 -3.9470 -4.6278
C 0.1906 -3.7031 -3.6918
C -0.0403 -2.8432 -2.6284
C -1.2632 -2.1959 -2.4872
C -2.2729 -2.4612 -3.4218
C -2.0355 -3.3243 -4.4764
N -1.4785 -1.2960 -1.4147
N -2.7730 -1.0566 -1.2389
C -3.0317 -0.1567 -0.2641
C -4.3752 0.2991 -0.1376
C -4.6665 1.3609 0.6837
C -3.6441 1.9659 1.4205
C -2.3398 1.4894 1.3203
C -1.9817 0.4110 0.5114
H -0.6251 -4.6205 -5.4555
H 1.1524 -4.1940 -3.7736
H 0.7266 -2.6960 -1.8905
H -3.2281 -1.9693 -3.3230
H -2.8250 -3.5082 -5.1939
H -5.1331 -0.1749 -0.7480
H -5.6805 1.7375 0.7440
H -3.8565 2.8239 2.0473
H -1.5706 2.0452 1.8474
C -0.8434 3.7230 -0.5009
C -0.8104 3.4026 -2.0024
C -0.5874 4.7105 -2.7756
C -2.1967 2.8581 -2.3814
P 0.4805 2.0739 -2.3202
N 0.3407 0.9192 -1.2031
C 0.2126 1.3570 -4.0418
C 1.3520 0.3727 -4.3427
C -1.0929 0.5345 -4.0740
C 0.1182 2.3764 -5.1865
C 2.2078 2.8326 -2.1669
C 2.2457 3.8116 -0.9864
C 3.2255 1.7415 -1.8140
C 2.6994 3.5676 -3.4183
H -1.8501 4.0483 -0.2307
H -0.1576 4.5203 -0.2319
H -0.6078 2.8545 0.1043
H -1.4134 5.3789 -2.5192
H -0.5958 4.5881 -3.8545
H 0.3311 5.2204 -2.4964
H -2.9400 3.5681 -2.0132
H -2.4064 1.8909 -1.9241
H -2.3288 2.7794 -3.4567
H 1.3109 -0.4746 -3.6588
H 2.3407 0.8248 -4.3234
H 1.1935 -0.0251 -5.3472
H -1.3859 0.1651 -3.0984
H -0.9425 -0.3308 -4.7206
H -1.9194 1.1073 -4.4860
H 0.9886 3.0131 -5.3037
H -0.7684 3.0003 -5.1037
H 0.0071 1.8009 -6.1090
H 1.8698 3.3576 -0.0705
H 1.6997 4.7318 -1.1674
H 3.2904 4.0869 -0.8220
H 2.8945 1.1402 -0.9682
H 4.1624 2.2321 -1.5390
H 3.4476 1.0857 -2.6502
H 2.0236 4.3547 -3.7476
H 2.8831 2.8924 -4.2514
H 3.6536 4.0397 -3.1710

Values from the calculation:
HOMO-LUMO gap (spin up / spin down)   5.38 / 5.05 eV
HOMO level (spin up / spin down)   -8.168 / -9.850 eV
Relative energy (zero: lowest compared OMol25 entry of this formula, charge and spin)   145.1 kJ/mol
Energy   -103086.3754 eV
Lowest unoccupied orbital energy (spin up / spin down)   -2.79 / -4.80 eV
Expectation value of S²   3.80
Net charge   +1
2S+1   4
Maximum force   1.01 eV/A

---

Entry 3:
A structure of composition C44H60N7O4PSc at a distorted geometry, computed with ωB97M-V/def2-TZVPD.

Element x y z (Å)
Sc -0.6055 0.9882 1.0046
C 2.2067 -4.1280 -6.8046
O 2.1938 -2.7185 -6.8493
C 1.0329 -2.0731 -6.5947
C -0.2029 -2.6997 -6.4205
C -1.3056 -1.9662 -6.0408
C -1.2000 -0.5929 -5.7968
C 0.0247 0.0464 -6.0678
C 1.1169 -0.6801 -6.4567
N -2.2025 -0.0324 -5.0536
N -1.9881 1.1541 -4.6198
C -2.5944 1.4692 -3.4372
C -3.6187 0.7500 -2.8122
C -3.7317 0.6860 -1.4372
C -2.7351 1.2380 -0.6202
O -2.5513 0.8932 0.6206
C -1.8077 2.1643 -1.2390
N -0.8768 2.7471 -0.4316
C -0.0371 3.6163 -0.9682
C -0.0350 3.9441 -2.3297
C -0.8984 3.2903 -3.1747
C -1.8037 2.3568 -2.6429
H 3.2562 -4.4158 -6.8408
H 1.6784 -4.5673 -7.6550
H 1.7535 -4.4923 -5.8778
H -0.3093 -3.7625 -6.5583
H -2.2505 -2.4547 -5.8631
H 0.0965 1.1100 -5.9038
H 2.0682 -0.2056 -6.6349
H -4.2727 0.1514 -3.4309
H -4.5005 0.0757 -0.9820
H 0.6697 4.0822 -0.2866
H 0.6654 4.6745 -2.7047
H -0.9134 3.4820 -4.2359
C 0.8954 -6.4845 -0.1104
C 0.5898 -5.1124 -0.6069
C -0.6159 -4.4828 -0.3154
C -0.8479 -3.1666 -0.6689
C -2.2161 -2.5803 -0.4774
C 0.1773 -2.4431 -1.3260
C 0.1344 -1.0120 -1.4413
O -0.4439 -0.2558 -0.6415
C 1.3392 -3.1186 -1.7716
C 2.3893 -2.4349 -2.5918
C 1.5235 -4.4342 -1.3880
H 0.0304 -6.9374 0.3650
H 1.7047 -6.4324 0.6173
H 1.2292 -7.1183 -0.9275
H -1.3885 -5.0331 0.2055
H -2.8350 -3.2355 0.1302
H -2.6826 -2.4786 -1.4569
H -2.2055 -1.5897 -0.0262
H 0.7479 -0.5589 -2.2314
H 2.8988 -1.6604 -2.0210
H 1.9489 -1.9686 -3.4728
H 3.1338 -3.1532 -2.9233
H 2.4247 -4.9521 -1.6772
C 6.0679 -0.4727 1.1787
C 4.7526 -0.0165 0.6205
C 4.6713 0.5669 -0.6359
C 3.4565 1.0604 -1.0954
C 3.3560 1.7238 -2.4402
C 2.3242 0.9163 -0.3128
C 2.3354 0.2187 0.9165
C 3.6061 -0.1874 1.3751
N 1.1400 -0.0013 1.5528
C 1.0275 -1.1005 2.5316
C 1.4818 -0.6366 3.9283
C -0.4776 -1.4255 2.6307
C 1.7150 -2.4089 2.0906
H 6.8662 -0.3419 0.4540
H 6.0230 -1.5240 1.4582
H 6.3130 0.0995 2.0723
H 5.5567 0.6632 -1.2474
H 4.3148 1.6988 -2.9524
H 3.0451 2.7628 -2.3309
H 2.6182 1.2181 -3.0655
H 1.3806 1.3423 -0.6648
H 3.7283 -0.6099 2.3560
H 0.9519 0.2831 4.1797
H 2.5454 -0.4304 3.9612
H 1.2553 -1.3970 4.6712
H -1.0263 -0.5082 2.8857
H -0.6575 -2.1624 3.4119
H -0.8276 -1.8369 1.6799
H 2.7930 -2.3797 2.1839
H 1.4689 -2.6192 1.0512
H 1.3488 -3.2264 2.7067
C 0.2680 3.5207 5.0155
N -0.9574 2.7580 5.1259
C -1.3395 2.4031 6.4710
P -1.8824 2.6366 3.7514
O -1.0640 1.9742 2.6890
N -3.2761 1.7884 4.0838
C -3.5028 0.4014 3.7143
C -4.3329 2.3432 4.9091
N -2.2295 4.1955 3.2607
C -2.7659 4.3905 1.9266
C -2.5717 5.2565 4.1841
H 1.1119 2.9314 5.3828
H 0.2175 4.4471 5.5955
H 0.4355 3.7620 3.9669
H -0.5275 1.8377 6.9377
H -2.2269 1.7776 6.4500
H -1.5354 3.2889 7.0869
H -3.1702 -0.2918 4.4957
H -2.9914 0.1785 2.7771
H -4.5722 0.2512 3.5494
H -4.0452 3.3145 5.2988
H -4.5489 1.6826 5.7537
H -5.2503 2.4504 4.3220
H -2.5801 3.4975 1.3286
H -2.2721 5.2460 1.4573
H -3.8425 4.5820 1.9540
H -2.2345 4.9966 5.1849
H -3.6503 5.4479 4.2071
H -2.0712 6.1763 3.8723

Values from the calculation:
HOMO-LUMO gap   6.21 eV
HOMO level   -9.179 eV
Relative energy (zero: lowest compared OMol25 entry of this formula, charge and spin)   139.6 kJ/mol
Energy   -95211.4931 eV
Lowest unoccupied orbital energy   -2.97 eV
Net charge   +1
Maximum force   2.94 eV/A